[1]
C34H69N10O4 | the ωB97M-V functional and the def2-TZVPD basis

Output
2S+1: 1
E_HOMO: -0.4019 Eh
frontier orbital gap: 9.11 eV
charge: +1
LUMO level: -1.82 eV
ΔE to the lowest compared entry with this formula, charge and spin: 0.0 kJ/mol

Each line ends with the Mulliken charge.
Element x y z (Å)
C -0.455 1.941 1.772  -1.438
C 0.033 0.617 1.319  1.306
C -0.208 0.218 -0.203  -0.747
N 0.245 -1.179 -0.478  1.539
C -0.885 -2.049 0.241  -1.761
C 1.523 -1.571 -0.012  -0.064
C 2.022 -2.772 -0.977  -1.409
C 1.076 -2.684 -2.124  1.114
C 0.236 -1.468 -2.012  -0.408
H 0.156 2.230 2.765  -0.088
H -1.522 2.093 1.843  0.304
H -0.136 2.574 1.116  0.435
H -0.301 -0.265 1.946  -0.160
H 1.151 0.687 1.433  -0.395
H 0.204 0.914 -0.913  0.001
H -1.131 0.462 -0.739  0.437
H -0.974 -3.014 -0.124  0.702
H -1.792 -1.714 -0.119  0.446
H -0.668 -2.081 1.274  0.314
H 1.513 -1.839 1.035  0.381
H 2.352 -0.729 -0.241  -0.216
H 1.785 -3.614 -0.419  -0.159
H 3.006 -2.741 -1.095  0.828
H 0.645 -3.715 -2.183  -1.289
H 1.470 -2.615 -3.192  0.568
H -0.726 -1.297 -2.367  0.908
H 0.838 -0.631 -2.408  -0.468
C -5.555 0.210 2.599  -1.075
C -4.326 0.044 1.820  0.590
N -3.338 0.067 1.087  -0.524
H -6.216 0.801 2.117  0.476
H -5.923 -0.875 2.751  0.262
H -5.351 0.819 3.382  0.286
C -2.479 -2.445 3.452  -0.225
C -2.574 -1.135 4.337  0.172
N -2.678 -0.170 4.931  -0.403
H -1.457 -2.679 3.426  0.140
H -3.146 -3.286 3.867  0.414
H -2.879 -2.144 2.426  -0.034
C -0.019 -2.931 -7.559  -0.954
C 0.834 -2.276 -6.421  0.532
N 1.562 -1.665 -5.657  -0.512
H 0.186 -3.948 -7.986  0.325
H -1.094 -3.049 -7.182  0.236
H -0.069 -2.451 -8.488  0.386
C 2.739 -6.177 1.211  -0.849
C 1.534 -5.394 1.756  0.363
N 0.563 -4.962 2.131  -0.372
H 3.349 -6.511 1.980  0.404
H 2.336 -6.884 0.398  0.247
H 3.371 -5.440 0.779  0.260
C -3.518 -4.633 -2.011  -1.060
C -2.430 -4.190 -3.058  0.465
N -1.605 -3.905 -3.852  -0.409
H -3.299 -5.520 -1.494  0.330
H -3.797 -3.810 -1.515  0.354
H -4.284 -4.813 -2.768  0.387
C 0.675 -6.327 -3.987  -1.033
C 0.273 -6.150 -2.483  0.485
N -0.053 -6.091 -1.367  -0.450
H 1.140 -5.389 -4.298  0.258
H 1.062 -7.213 -4.109  0.497
H -0.215 -6.650 -4.654  0.267
C 1.052 0.363 5.943  -0.562
C 0.739 1.898 5.684  0.200
N 0.519 2.963 5.503  -0.265
H 0.490 0.124 6.959  0.307
H 0.385 -0.264 5.211  -0.022
H 2.065 0.067 5.867  0.348
C -2.844 3.258 4.661  -0.423
C -3.848 4.018 3.742  0.304
N -4.592 4.405 2.947  -0.479
H -2.391 2.404 4.283  -0.149
H -2.206 3.978 5.093  0.361
H -3.434 2.925 5.518  0.416
C -0.763 4.066 -2.580  -0.542
C -1.012 4.541 -1.143  0.388
N -1.137 4.987 -0.071  -0.469
H 0.029 4.481 -3.008  0.359
H -0.752 2.970 -2.692  -0.026
H -1.739 4.269 -3.210  0.329
C 2.624 3.350 -1.331  -1.000
C 3.087 2.249 -2.370  -0.257
O 1.855 1.749 -2.893  -0.355
H 3.363 3.759 -0.802  0.592
H 1.798 2.803 -0.636  0.038
H 2.182 4.328 -1.658  0.280
H 3.770 1.405 -1.749  0.206
H 3.598 2.795 -3.265  0.286
H 2.160 1.024 -3.336  0.111
C 3.925 -0.051 2.734  -1.277
C 4.161 1.489 2.650  -0.375
O 3.418 2.122 1.571  -0.305
H 4.545 -0.476 3.444  0.590
H 4.210 -0.485 1.862  0.429
H 2.927 -0.398 3.071  0.116
H 5.360 1.319 2.460  0.188
H 3.986 1.846 3.597  0.470
H 3.581 3.051 1.680  0.233
C 1.035 5.372 3.471  -0.295
C 1.477 6.552 4.273  -0.571
O 2.678 7.140 3.832  -0.514
H 1.739 4.563 3.687  0.024
H 1.152 5.762 2.362  0.187
H 0.166 4.919 3.663  0.250
H 1.671 6.117 5.186  0.308
H 0.715 7.397 4.527  0.316
H 2.745 7.991 4.139  0.299
C -1.942 0.506 -4.867  -0.882
C -2.098 1.724 -5.886  -0.404
O -1.220 2.748 -5.508  -0.428
H -1.993 0.627 -3.950  0.364
H -0.933 -0.030 -4.940  0.122
H -2.656 -0.253 -5.277  0.361
H -3.280 2.060 -5.935  0.238
H -1.865 1.533 -6.895  0.382
H -1.297 3.343 -6.282  0.282


[2]
C34H70BF3I2N4O14PS8 | the ωB97M-V functional and the def2-TZVPD basis

Output
2S+1: 1
E_HOMO: -0.3440 Eh
frontier orbital gap: 6.65 eV
charge: +1
LUMO level: -2.71 eV

Each line ends with the Mulliken charge.
Element x y z (Å)
C -2.354 -4.758 3.228  -0.419
C -2.947 -3.889 2.656  -1.744
C -3.684 -2.831 1.940  0.922
C -5.139 -3.363 1.818  -1.092
C -5.298 -4.752 1.226  -0.448
O -5.158 -5.734 1.891  -0.478
O -5.586 -4.833 -0.098  -0.443
N -3.798 -1.680 2.894  0.123
C -3.032 -0.606 2.758  -1.005
N -3.402 0.586 3.244  0.755
C -2.600 1.790 2.982  -1.740
I -1.563 2.394 4.777  0.171
C -3.341 2.947 2.320  0.291
C -2.340 4.041 1.944  -1.356
I -4.187 2.236 0.487  0.103
P -4.887 0.699 4.181  0.583
O -4.699 2.008 5.034  -0.480
O -4.734 -0.483 5.203  -0.336
S -6.469 0.568 3.120  -0.247
N -1.853 -0.724 2.049  1.637
C -0.746 -1.481 2.642  -0.343
C -0.462 -1.235 4.124  -1.036
C 0.849 -0.516 4.316  0.657
F 0.972 -0.019 5.549  -0.280
F 1.889 -1.347 4.108  -0.253
F 1.013 0.498 3.452  -0.212
C -2.187 -1.081 0.657  -0.020
C -0.964 -0.929 -0.226  -1.048
C -1.302 -0.828 -1.713  -0.738
O -2.235 -0.130 -2.039  -0.544
N -0.504 -1.494 -2.659  0.461
C 0.898 -1.591 -2.259  -1.275
C -1.049 -2.796 -3.059  -1.029
C -2.978 -2.459 0.568  3.154
C -3.982 -2.231 -0.472  -2.350
C -4.827 -2.017 -1.296  -0.228
B -2.071 -3.726 0.092  0.800
O -2.587 -4.628 -0.806  -0.837
O -0.776 -3.830 0.534  -0.634
H -1.818 -5.560 3.680  0.596
H -5.780 -2.616 1.353  0.823
H -5.474 -3.475 2.850  0.815
H -6.453 -4.445 -0.276  0.387
H -4.783 -1.480 3.071  0.215
H -1.795 1.535 2.304  0.711
H -4.073 3.410 2.974  0.396
H -2.032 4.611 2.815  0.399
H -1.498 3.632 1.388  0.359
H -2.845 4.746 1.291  0.290
H -5.522 2.522 5.021  0.374
H -4.233 -0.204 6.005  0.456
H -0.841 -2.550 2.482  0.317
H 0.143 -1.198 2.087  0.625
H -0.349 -2.195 4.622  0.456
H -1.218 -0.672 4.669  -0.067
H -2.879 -0.310 0.326  0.141
H -0.553 0.059 0.006  0.686
H -0.175 -1.637 -0.007  0.652
H 1.512 -1.829 -3.121  0.438
H 1.050 -2.355 -1.487  0.298
H 1.243 -0.640 -1.859  0.448
H -0.715 -3.584 -2.377  0.213
H -0.684 -3.029 -4.055  0.409
H -2.134 -2.761 -3.047  0.372
H -5.466 -1.574 -2.024  0.643
H -2.928 -5.440 -0.412  0.366
H -0.558 -4.741 0.761  0.341
C -3.999 -1.845 9.927  -0.998
S -2.824 -1.003 8.871  0.382
O -3.503 -0.824 7.551  -0.711
C -1.697 -2.381 8.671  -0.884
H -4.817 -1.157 10.128  0.330
H -4.376 -2.732 9.418  0.317
H -3.508 -2.114 10.861  0.405
H -2.232 -3.231 8.250  0.315
H -1.270 -2.635 9.641  0.418
H -0.904 -2.065 7.995  0.217
C 7.133 -1.844 2.615  -0.979
S 5.636 -2.296 1.732  0.394
O 5.714 -1.673 0.384  -0.520
C 4.519 -1.263 2.684  -0.689
H 7.965 -2.353 2.133  0.315
H 7.273 -0.764 2.562  0.277
H 7.054 -2.172 3.652  0.417
H 4.841 -0.224 2.614  0.387
H 4.505 -1.592 3.722  0.371
H 3.530 -1.372 2.251  -0.019
C -0.443 1.189 -5.667  -0.787
S 0.184 -0.337 -6.373  0.408
O 1.124 -0.919 -5.378  -0.532
C 1.181 0.425 -7.651  -1.013
H -1.061 0.923 -4.810  0.111
H 0.394 1.809 -5.346  0.296
H -1.045 1.708 -6.414  0.425
H 1.911 1.094 -7.194  0.292
H 0.533 0.972 -8.340  0.381
H 1.698 -0.367 -8.189  0.404
C 5.426 -0.437 -2.815  -0.608
S 6.674 0.397 -3.800  0.492
O 6.026 0.809 -5.073  -0.625
C 7.642 -1.071 -4.144  -0.852
H 4.684 0.303 -2.524  0.288
H 4.954 -1.220 -3.409  0.286
H 5.885 -0.860 -1.921  0.155
H 7.015 -1.808 -4.649  0.397
H 8.030 -1.471 -3.211  0.167
H 8.473 -0.786 -4.782  0.305
C 0.279 5.139 -10.805  -0.911
S 0.947 3.473 -10.777  0.495
O -0.162 2.555 -10.402  -0.601
C 1.943 3.707 -9.301  -0.858
H -0.413 5.203 -11.642  0.326
H -0.249 5.335 -9.872  0.293
H 1.092 5.851 -10.946  0.347
H 1.301 4.005 -8.471  0.293
H 2.701 4.468 -9.486  0.412
H 2.428 2.762 -9.069  0.217
C 11.830 -0.536 -0.584  -0.986
S 10.315 -1.018 -1.419  0.523
O 10.366 -0.412 -2.771  -0.582
C 9.216 -0.001 -0.423  -0.622
H 12.656 -1.034 -1.087  0.343
H 11.951 0.545 -0.653  0.308
H 11.789 -0.855 0.458  0.363
H 9.518 1.043 -0.504  0.346
H 9.258 -0.336 0.613  0.295
H 8.204 -0.125 -0.804  0.044
C -6.382 8.103 0.761  -1.027
S -5.534 6.579 0.343  0.573
O -4.495 6.355 1.389  -0.596
C -4.688 7.213 -1.105  -0.947
H -6.939 7.932 1.679  0.316
H -5.650 8.896 0.913  0.307
H -7.070 8.363 -0.043  0.387
H -4.070 8.065 -0.822  0.312
H -5.425 7.503 -1.854  0.398
H -4.062 6.415 -1.499  0.295


[3]
C34H70BFN3O25S5 | the ωB97M-V functional and the def2-TZVPD basis

Output
2S+1: 1
E_HOMO: -0.4349 Eh
frontier orbital gap: 9.26 eV
charge: +1
LUMO level: -2.57 eV

Each line ends with the Mulliken charge.
Element x y z (Å)
C 1.746 -6.008 4.068  -1.140
C 2.743 -5.237 4.951  -0.432
C 2.059 -4.087 5.733  -0.847
C 2.665 -2.694 5.492  0.001
C 2.985 -2.367 4.013  -0.729
C 2.438 -1.003 3.536  2.444
C 3.542 0.058 3.324  -1.005
C 2.984 1.477 3.632  -0.475
C 3.521 2.562 2.693  -1.321
C 2.735 2.781 1.376  -0.280
C 1.975 1.575 0.844  1.427
C 1.270 1.874 -0.487  -1.265
C -0.065 1.140 -0.693  -0.218
C -0.007 -0.348 -0.334  -1.053
N -1.352 -0.909 -0.518  0.699
C -2.120 -1.423 0.387  -2.371
N -1.756 -1.470 1.709  1.039
C -1.847 -0.129 2.366  0.310
C -1.750 -0.181 3.881  -0.558
O -1.121 1.029 4.293  -0.226
C -1.027 1.132 5.676  0.486
C -0.096 0.226 6.464  -0.602
O -1.679 1.987 6.241  -0.579
B -2.643 -2.496 2.375  0.604
O -2.183 -3.798 2.380  -0.632
O -3.829 -2.153 2.940  -0.403
C -4.191 -2.906 4.113  -0.874
N -3.358 -1.985 0.051  1.955
C -4.436 -0.956 -0.095  -0.965
O -5.646 -1.484 -0.445  -0.124
C -6.282 -2.204 0.613  -0.800
C -3.281 -2.945 -1.068  0.084
C -3.521 -2.386 -2.474  -1.386
F -4.124 -3.985 -0.806  -0.413
H 1.654 -5.531 3.088  0.201
H 2.047 -7.045 3.919  0.371
H 0.753 -6.034 4.521  0.291
H 3.134 -5.956 5.674  0.490
H 3.587 -4.894 4.354  0.320
H 0.980 -4.098 5.560  0.342
H 2.201 -4.305 6.795  0.353
H 3.529 -2.541 6.140  0.397
H 1.920 -1.961 5.821  -0.253
H 2.591 -3.147 3.357  0.226
H 4.070 -2.366 3.896  0.434
H 1.877 -1.108 2.602  -0.794
H 1.757 -0.586 4.281  -1.533
H 3.986 0.010 2.330  0.394
H 4.319 -0.125 4.069  0.704
H 1.890 1.496 3.631  -0.099
H 3.276 1.739 4.652  0.660
H 3.445 3.511 3.233  0.428
H 4.586 2.434 2.495  0.345
H 3.464 3.114 0.638  -0.296
H 2.010 3.585 1.533  0.511
H 2.624 0.701 0.730  0.063
H 1.206 1.275 1.571  -0.857
H 1.927 1.745 -1.347  0.297
H 1.004 2.932 -0.464  0.420
H -0.246 1.178 -1.774  0.773
H -0.912 1.649 -0.227  0.252
H 0.426 -0.564 0.638  -0.108
H 0.620 -0.821 -1.095  0.531
H -1.690 -0.880 -1.473  0.377
H -2.759 0.404 2.084  -0.220
H -1.030 0.509 2.018  -0.083
H -1.148 -1.021 4.258  0.398
H -2.747 -0.272 4.321  0.489
H 0.837 0.058 5.926  0.001
H -0.620 -0.708 6.668  0.265
H 0.146 0.758 7.377  0.422
H -1.674 -4.012 3.171  0.273
H -4.394 -3.952 3.891  0.298
H -3.398 -2.827 4.860  0.386
H -5.097 -2.459 4.516  0.259
H -4.133 -0.154 -0.778  0.349
H -4.530 -0.468 0.889  0.462
H -7.353 -2.013 0.508  0.297
H -5.983 -1.872 1.606  0.190
H -6.148 -3.274 0.455  0.312
H -2.263 -3.348 -1.046  0.458
H -4.522 -2.674 -2.792  0.198
H -2.832 -2.853 -3.180  0.301
H -3.384 -1.308 -2.564  0.508
C 4.148 3.595 -4.072  -0.361
C 5.309 2.634 -4.220  -0.236
O 6.000 2.711 -2.963  -0.372
S 4.948 2.986 -1.790  1.049
O 4.615 1.751 -1.173  -0.394
O 5.391 4.104 -1.040  -0.613
O 3.714 3.429 -2.711  -0.302
H 4.467 4.629 -4.206  0.285
H 3.338 3.375 -4.760  0.393
H 5.973 2.899 -5.036  0.277
H 4.963 1.607 -4.355  0.249
C -9.722 -1.236 -3.767  -0.315
C -9.091 -0.465 -4.906  -0.382
O -7.733 -0.262 -4.490  -0.336
S -7.251 -1.512 -3.606  1.173
O -6.526 -2.409 -4.434  -0.639
O -6.708 -1.030 -2.384  -0.429
O -8.698 -2.140 -3.329  -0.353
H -9.979 -0.579 -2.934  0.278
H -10.605 -1.787 -4.078  0.315
H -9.580 0.488 -5.089  0.324
H -9.081 -1.051 -5.828  0.307
C 5.990 6.484 -8.833  -0.368
C 7.020 6.177 -7.767  -0.322
O 6.281 5.487 -6.747  -0.259
S 5.109 4.632 -7.424  1.144
O 5.550 3.290 -7.561  -0.548
O 3.890 4.958 -6.777  -0.543
O 5.142 5.326 -8.863  -0.309
H 5.379 7.347 -8.561  0.287
H 6.437 6.650 -9.808  0.315
H 7.485 7.071 -7.363  0.306
H 7.793 5.503 -8.142  0.291
C -2.977 4.775 0.413  -0.319
C -3.239 6.014 -0.414  -0.427
O -2.235 5.981 -1.437  -0.307
S -1.903 4.464 -1.819  1.061
O -2.643 4.105 -2.973  -0.591
O -0.503 4.275 -1.730  -0.476
O -2.602 3.771 -0.544  -0.207
H -2.141 4.922 1.100  0.290
H -3.853 4.455 0.972  0.321
H -3.160 6.929 0.166  0.319
H -4.218 5.973 -0.897  0.300
C 2.794 -5.210 -2.058  -0.389
C 2.148 -4.040 -2.768  -0.337
O 2.342 -2.927 -1.882  -0.269
S 3.739 -3.114 -1.094  1.018
O 4.733 -2.360 -1.759  -0.572
O 3.482 -2.985 0.294  -0.346
O 3.964 -4.661 -1.444  -0.333
H 2.148 -5.606 -1.271  0.272
H 3.066 -6.011 -2.740  0.332
H 1.088 -4.198 -2.954  0.334
H 2.653 -3.817 -3.710  0.260


Which of these has the lowest LUMO level? C34H70BF3I2N4O14PS8


Which of these has the highest LUMO level? C34H69N10O4


What is the formula in the first record? C34H69N10O4